ORCA calculation (ωB97M-V with the def2-TZVPD basis set) on a gas-phase ion, C9H13N3 (charge +2) in a non-equilibrium geometry.

Geometry as XYZ:
```
25
C9H13N3 (ωB97M-V with the def2-TZVPD basis set)
C 1.3703 0.3793 2.1077
C 0.1799 1.2904 2.3380
C -0.4397 -0.2091 -2.1557
C 0.2431 -1.6371 -1.8382
C -1.0654 0.9636 1.3935
C -1.3882 0.2548 -1.0522
C 1.8499 -0.3367 -0.3138
C -0.2668 -1.0777 0.2087
C 1.2888 1.0415 -0.1152
N 0.8104 -1.3727 -0.5057
N 1.7939 0.3078 0.9197
N -0.7142 0.2449 0.2054
H 1.9295 -0.0218 3.0095
H -0.3661 1.1696 3.2694
H 0.6669 2.3365 2.1505
H 0.2172 0.5792 -2.3816
H -1.0448 -0.2114 -3.0681
H -0.5735 -2.3972 -1.6734
H 1.0323 -1.9428 -2.5602
H -1.7468 0.3542 1.9137
H -1.5684 1.8802 1.0980
H -1.6367 1.2662 -1.4032
H -2.3889 -0.2436 -1.0230
H 2.7461 -0.6909 -0.7425
H -0.9289 -1.9273 0.2187
```

Computed properties:
LUMO level (alpha / beta): -0.40583 / -0.40579 Eh
Kohn-Sham gap (alpha / beta): 7.26 / 7.26 eV
total charge: +2

Atomic partial charges in e from the natural (NBO) method, atoms 1 to 6:
1. C 0.365
2. C -0.523
3. C -0.444
4. C -0.214
5. C -0.203
6. C -0.277

ORCA calculation (ωB97M-V with the def2-TZVPD basis set) on 2 unconnected molecules or ions with the total composition C9H13NO in a non-equilibrium geometry.

Geometry as XYZ:
```
24
C9H13NO (ωB97M-V with the def2-TZVPD basis set)
C -2.7156 -1.4277 -2.2108
C -1.7128 -1.5016 -1.0811
C -1.9761 -2.1465 0.1512
C -0.9777 -2.0666 1.0857
C 0.2123 -1.3228 0.9603
C 0.4230 -0.6703 -0.2255
C -0.5153 -0.8664 -1.2979
H -2.6843 -2.2336 -2.9450
H -2.4096 -0.6736 -2.9454
H -3.7054 -1.2066 -1.8351
H -2.9693 -2.5097 0.3220
H -1.1651 -2.6168 2.0034
H 0.9032 -1.2816 1.7908
H 1.2347 0.0114 -0.4442
H -0.0981 -0.5456 -2.2387
C 2.2385 1.6982 1.8283
C 1.5473 2.7783 1.0637
N 1.9835 2.9579 -0.2390
O 0.6522 3.4321 1.5515
H 1.8547 1.7487 2.8412
H 3.3207 1.6186 1.7845
H 2.0105 0.7250 1.3461
H 1.8152 3.7622 -0.8238
H 2.7333 2.3370 -0.4421
```

Computed properties:
structure (SMILES): Cc1ccccc1.CC(N)=O
LUMO level: 0.02870 Eh
Kohn-Sham gap: 9.83 eV

Atomic partial charges in e from the natural (NBO) method, atoms 1 to 6:
1. C -0.642
2. C 0.001
3. C -0.224
4. C -0.189
5. C -0.246
6. C -0.182

Copy entry 2 word for word.
ORCA calculation (ωB97M-V with the def2-TZVPD basis set) on 2 unconnected molecules or ions with the total composition C9H13NO in a non-equilibrium geometry.

Geometry as XYZ:
```
24
C9H13NO (ωB97M-V with the def2-TZVPD basis set)
C -2.7156 -1.4277 -2.2108
C -1.7128 -1.5016 -1.0811
C -1.9761 -2.1465 0.1512
C -0.9777 -2.0666 1.0857
C 0.2123 -1.3228 0.9603
C 0.4230 -0.6703 -0.2255
C -0.5153 -0.8664 -1.2979
H -2.6843 -2.2336 -2.9450
H -2.4096 -0.6736 -2.9454
H -3.7054 -1.2066 -1.8351
H -2.9693 -2.5097 0.3220
H -1.1651 -2.6168 2.0034
H 0.9032 -1.2816 1.7908
H 1.2347 0.0114 -0.4442
H -0.0981 -0.5456 -2.2387
C 2.2385 1.6982 1.8283
C 1.5473 2.7783 1.0637
N 1.9835 2.9579 -0.2390
O 0.6522 3.4321 1.5515
H 1.8547 1.7487 2.8412
H 3.3207 1.6186 1.7845
H 2.0105 0.7250 1.3461
H 1.8152 3.7622 -0.8238
H 2.7333 2.3370 -0.4421
```

Computed properties:
structure (SMILES): Cc1ccccc1.CC(N)=O
LUMO level: 0.02870 Eh
Kohn-Sham gap: 9.83 eV

Atomic partial charges in e from the natural (NBO) method, atoms 1 to 6:
1. C -0.642
2. C 0.001
3. C -0.224
4. C -0.189
5. C -0.246
6. C -0.182

Repeat the first record exactly.
ORCA calculation (ωB97M-V with the def2-TZVPD basis set) on a gas-phase ion, C9H13N3 (charge +2) in a non-equilibrium geometry.

Geometry as XYZ:
```
25
C9H13N3 (ωB97M-V with the def2-TZVPD basis set)
C 1.3703 0.3793 2.1077
C 0.1799 1.2904 2.3380
C -0.4397 -0.2091 -2.1557
C 0.2431 -1.6371 -1.8382
C -1.0654 0.9636 1.3935
C -1.3882 0.2548 -1.0522
C 1.8499 -0.3367 -0.3138
C -0.2668 -1.0777 0.2087
C 1.2888 1.0415 -0.1152
N 0.8104 -1.3727 -0.5057
N 1.7939 0.3078 0.9197
N -0.7142 0.2449 0.2054
H 1.9295 -0.0218 3.0095
H -0.3661 1.1696 3.2694
H 0.6669 2.3365 2.1505
H 0.2172 0.5792 -2.3816
H -1.0448 -0.2114 -3.0681
H -0.5735 -2.3972 -1.6734
H 1.0323 -1.9428 -2.5602
H -1.7468 0.3542 1.9137
H -1.5684 1.8802 1.0980
H -1.6367 1.2662 -1.4032
H -2.3889 -0.2436 -1.0230
H 2.7461 -0.6909 -0.7425
H -0.9289 -1.9273 0.2187
```

Computed properties:
LUMO level (alpha / beta): -0.40583 / -0.40579 Eh
Kohn-Sham gap (alpha / beta): 7.26 / 7.26 eV
total charge: +2

Atomic partial charges in e from the natural (NBO) method, atoms 1 to 6:
1. C 0.365
2. C -0.523
3. C -0.444
4. C -0.214
5. C -0.203
6. C -0.277